Entry 1:
ORCA calculation (ωB97M-V with the def2-TZVPD basis set) on a molecular structure, C10H20BeFO7.

The calculation puts the largest force on an atom at 6.3 eV/Å. Its net charge is +1. The HOMO-LUMO gap comes out at 6.47 eV. The calculation puts the lowest unoccupied orbital energy at -7.05 eV. The value obtained for the molar mass is 280.27 g mol⁻¹.

Positions of all 39 atoms, in Å:
1 F 5.272 25.813 -2.591
2 O 5.690 21.344 -2.631
3 O 1.715 29.036 -4.322
4 O 2.226 24.653 -2.962
5 O 4.512 22.798 -3.893
6 O 3.897 20.665 -3.567
7 O 3.277 29.146 -2.881
8 O 2.996 27.212 -4.020
9 C 4.689 21.686 -3.416
10 C 4.285 28.551 -2.030
11 C 0.971 28.453 -5.369
12 C -0.096 24.570 -2.493
13 C 2.081 24.949 -1.541
14 C 2.706 28.379 -3.770
15 C 0.944 24.722 -3.604
16 C 6.746 22.317 -2.546
17 C 2.621 20.856 -4.194
18 C 0.613 25.171 -1.274
19 Be 4.227 25.184 -4.420
20 H -1.000 25.067 -2.837
21 H 0.347 27.668 -4.939
22 H 2.462 24.119 -0.946
23 H 1.954 20.056 -3.894
24 H -0.230 23.487 -2.495
25 H 2.704 25.818 -1.340
26 H 6.436 23.302 -2.200
27 H 7.472 21.972 -1.814
28 H 0.815 25.668 -4.140
29 H 0.446 26.247 -1.302
30 H 0.267 24.688 -0.365
31 H 1.560 28.006 -6.170
32 H 2.787 20.775 -5.271
33 H 0.838 23.969 -4.389
34 H 4.422 29.200 -1.172
35 H 3.824 27.640 -1.657
36 H 5.180 28.329 -2.601
37 H 7.254 22.360 -3.508
38 H 0.307 29.184 -5.819
39 H 2.158 21.839 -4.127

Entry 2:
ORCA calculation (ωB97M-V with the def2-TZVPD basis set) on a molecular structure, C5H6AuCl2InO3S.

The calculation puts the largest force on an atom at 7.3 eV/Å. Its net charge is +4. The HOMO-LUMO gap (alpha / beta) comes out at 6.66 / 5.14 eV. As for the multiplicity: 3. The calculation puts the lowest unoccupied orbital energy (alpha / beta) at -18.83 / -21.40 eV. The value obtained for the molar mass is 528.86 g mol⁻¹.

Positions of all 19 atoms, in Å:
1 Au -1.208 -0.677 -0.206
2 In 0.728 -2.484 -0.408
3 Cl 0.791 -0.405 -1.703
4 Cl 0.571 -2.392 2.003
5 S -0.385 2.081 -0.033
6 O -0.184 -6.180 0.098
7 O -3.129 -0.406 2.197
8 O 0.668 -3.849 -4.245
9 C 0.619 -3.439 -3.166
10 C -2.515 -0.575 1.229
11 C 0.340 3.628 -0.600
12 C 0.460 1.969 1.554
13 C 0.015 -5.100 -0.152
14 H 1.537 2.208 1.527
15 H 1.447 3.732 -0.592
16 H -0.076 2.655 2.221
17 H 0.052 3.830 -1.626
18 H 0.355 0.938 1.922
19 H -0.088 4.464 -0.020

Entry 3:
ORCA calculation (ωB97M-V with the def2-TZVPD basis set) on a molecular structure, C22H26N3OsSeSi.

The calculation puts the largest force on an atom at 0.3 eV/Å. Its net charge is +3. The HOMO-LUMO gap comes out at 7.49 eV. The calculation puts the lowest unoccupied orbital energy at -11.15 eV. The value obtained for the molar mass is 629.75 g mol⁻¹.

Positions of all 54 atoms, in Å:
1 Os -0.256 -0.294 0.488
2 Se 2.184 -3.405 0.030
3 Si 0.286 -0.736 -1.913
4 N 3.750 -2.694 0.316
5 N 1.853 0.321 0.709
6 N 1.333 -1.816 0.286
7 C -0.529 0.909 -1.491
8 C 4.186 0.877 0.967
9 C 2.290 -0.949 0.549
10 C -3.849 0.342 0.167
11 C -1.216 -1.721 2.015
12 C 2.023 -0.578 -2.510
13 C 4.628 -0.406 0.807
14 C -1.818 1.001 1.537
15 C -2.196 -1.360 1.053
16 C 2.801 1.217 0.901
17 C 3.628 -1.398 0.564
18 C -1.771 0.929 -2.183
19 C -0.270 3.270 -2.048
20 C -0.492 -0.683 2.660
21 C -1.497 3.245 -2.713
22 C -0.674 -2.133 -2.633
23 C -0.837 0.694 2.498
24 C -0.952 -3.160 2.334
25 C -2.582 -0.015 0.887
26 C -2.231 2.071 -2.809
27 C -0.147 1.759 3.287
28 C 0.221 2.120 -1.478
29 H -4.334 1.162 0.698
30 H -2.759 -2.132 0.546
31 H -0.771 2.648 3.364
32 H -0.718 -3.268 3.393
33 H -4.527 -0.510 0.159
34 H 0.797 2.048 2.825
35 H -0.108 -3.563 1.776
36 H -2.079 2.037 1.359
37 H 1.213 2.133 -1.052
38 H -2.347 0.018 -2.275
39 H 0.292 -0.948 3.360
40 H 2.596 0.218 -2.035
41 H -3.704 0.671 -0.856
42 H -0.432 -2.246 -3.693
43 H 5.678 -0.668 0.850
44 H 4.888 1.681 1.147
45 H 2.502 2.252 1.020
46 H -1.866 4.147 -3.186
47 H 0.306 4.185 -2.011
48 H -1.754 -2.048 -2.527
49 H 2.571 -1.520 -2.452
50 H -3.154 2.050 -3.372
51 H -0.369 -3.059 -2.135
52 H -1.826 -3.767 2.105
53 H 0.076 1.399 4.291
54 H 1.960 -0.330 -3.576

Entry 4:
ORCA calculation (ωB97M-V with the def2-TZVPD basis set) on a molecular structure, C41H52KN8O5STe.

The calculation puts the largest force on an atom at 4.0 eV/Å. Its net charge is 0. The HOMO-LUMO gap (alpha / beta) comes out at 5.10 / 5.66 eV. As for the multiplicity: 2. The calculation puts the lowest unoccupied orbital energy (alpha / beta) at -1.07 / -1.07 eV. The value obtained for the molar mass is 935.68 g mol⁻¹.

Positions of all 109 atoms, in Å:
1 Te 2.028 0.863 -1.211
2 K -1.262 0.327 0.324
3 S -2.618 -7.068 2.261
4 O 0.776 -5.457 -1.148
5 O -3.769 -6.378 1.687
6 O -0.335 -4.171 -2.628
7 O 3.745 0.810 1.486
8 O -2.100 -6.638 3.569
9 N -0.901 -4.494 0.831
10 N -4.527 1.262 1.821
11 N -0.137 -4.620 -1.488
12 N -1.960 2.976 0.562
13 N 1.507 0.687 0.790
14 N -2.867 3.590 -0.286
15 N -1.974 -2.569 0.760
16 N -3.736 0.112 1.649
17 C -1.684 -3.522 3.015
18 C 4.006 1.175 -3.890
19 C -1.148 -6.948 1.128
20 C -3.904 5.792 -0.835
21 C 4.410 -0.485 -7.310
22 C 2.518 0.620 1.661
23 C 0.840 5.076 -1.929
24 C -4.543 -8.877 2.756
25 C -2.180 5.156 1.127
26 C -1.796 -2.942 -0.502
27 C 4.457 0.851 -5.134
28 C 2.798 -0.817 -5.478
29 C -4.608 -0.855 1.462
30 C 2.883 0.465 -3.447
31 C -0.066 2.861 -2.696
32 C 2.867 5.252 -0.733
33 C 1.686 7.344 -1.415
34 C 1.601 -0.010 5.849
35 C -5.853 0.922 1.767
36 C 4.766 2.258 -3.019
37 C 0.687 -0.452 4.856
38 C -0.981 -4.145 -0.499
39 C -1.519 -3.519 1.560
40 C 1.998 3.022 -1.181
41 C 2.838 0.462 5.462
42 C -3.087 -8.806 2.360
43 C 2.962 3.883 -0.541
44 C -0.574 3.613 2.452
45 C 4.108 3.440 0.326
46 C -5.951 -0.416 1.560
47 C 1.068 -1.234 -3.655
48 C 2.129 0.319 3.096
49 C -0.295 -5.748 1.384
50 C 2.312 -0.536 -4.192
51 C 0.924 3.665 -1.858
52 C 1.796 5.866 -1.332
53 C 3.864 -0.109 -5.954
54 C -1.550 3.897 1.418
55 C 0.937 -0.263 3.531
56 C 3.089 0.666 4.096
57 C -3.005 4.909 0.033
58 H 3.629 0.541 6.201
59 H -0.761 2.230 -2.112
60 H -1.588 -6.970 0.091
61 H -4.057 5.325 -1.808
62 H -3.430 6.733 -1.110
63 H 2.083 7.892 -0.562
64 H -0.205 -0.962 5.163
65 H 4.147 3.145 -2.704
66 H 5.329 0.076 -7.460
67 H -0.757 -3.142 3.486
68 H -2.022 -2.319 -1.318
69 H -0.767 3.490 -3.217
70 H -3.146 3.268 -1.193
71 H 5.671 2.714 -3.509
72 H 0.036 5.574 -2.529
73 H -6.811 -1.046 1.450
74 H -0.523 -7.831 1.329
75 H -0.972 3.186 3.407
76 H -6.699 1.630 1.849
77 H -0.150 -5.596 2.446
78 H 0.137 2.817 2.081
79 H 0.549 2.258 -3.397
80 H -1.929 -4.455 3.530
81 H -4.886 6.002 -0.407
82 H -4.174 2.210 1.835
83 H -2.493 -2.760 3.182
84 H 2.313 -1.567 -6.082
85 H 1.305 -1.484 -2.629
86 H 4.531 -1.567 -7.496
87 H -5.119 -9.169 1.847
88 H -4.689 -9.643 3.509
89 H 4.086 0.986 3.757
90 H 5.049 3.995 0.107
91 H 3.883 3.586 1.381
92 H -2.365 -9.342 2.988
93 H -2.828 -9.162 1.380
94 H -0.013 4.549 2.705
95 H -2.070 6.041 1.731
96 H 2.169 7.766 -2.305
97 H -4.300 -1.862 1.348
98 H 0.580 7.556 -1.453
99 H 3.702 5.798 -0.249
100 H 5.366 1.448 -5.496
101 H 3.688 -0.096 -8.003
102 H 0.703 -5.788 0.934
103 H 5.117 1.721 -2.087
104 H 0.208 -0.656 2.842
105 H 0.734 -2.115 -4.192
106 H 1.251 -0.084 6.840
107 H -4.889 -7.900 3.117
108 H 4.441 2.409 0.197
109 H 0.267 -0.488 -3.697

Entry 5:
ORCA calculation (ωB97M-V with the def2-TZVPD basis set) on a molecular structure, C18H14BrMoN2O8S2.

The calculation puts the largest force on an atom at 0.8 eV/Å. Its net charge is +3. The HOMO-LUMO gap comes out at 5.15 eV. The calculation puts the lowest unoccupied orbital energy at -13.01 eV. The value obtained for the molar mass is 626.29 g mol⁻¹.

Positions of all 46 atoms, in Å:
1 Mo -0.524 0.464 0.014
2 Br 2.938 1.339 1.258
3 S 1.863 -1.009 -2.014
4 S 0.620 -1.691 1.249
5 O -0.219 -1.671 0.018
6 O 0.804 -1.813 -2.469
7 O 0.277 -2.530 2.319
8 O -1.681 1.748 -0.395
9 O 0.782 0.386 -1.102
10 O -2.665 3.830 -0.254
11 O 2.680 -0.167 -2.780
12 O 0.357 -0.170 1.634
13 N -2.376 -0.498 0.763
14 N 0.326 2.323 0.861
15 C 4.921 -2.458 0.029
16 C 0.963 4.819 1.990
17 C 1.541 2.557 1.396
18 C -1.747 3.193 0.033
19 C 3.115 -2.520 1.616
20 C 4.078 -1.859 -0.910
21 C -2.467 -0.773 -1.654
22 C -4.437 -1.466 -2.801
23 C -4.464 -1.235 -0.392
24 C -5.107 -1.546 -1.585
25 C -3.109 -1.066 -2.847
26 C 2.266 -1.941 0.691
27 C -0.259 4.629 1.337
28 C 2.748 -1.618 -0.597
29 C -3.140 -0.856 -0.448
30 C 1.865 3.782 1.989
31 C -0.515 3.398 0.803
32 C 4.442 -2.792 1.283
33 H -2.584 -0.996 -3.790
34 H -2.912 0.149 1.346
35 H 5.948 -2.660 -0.245
36 H -0.990 5.421 1.232
37 H -2.206 -1.335 1.322
38 H -4.994 -1.298 0.551
39 H -1.393 -0.520 -1.764
40 H 1.208 5.770 2.445
41 H 2.743 -2.776 2.601
42 H -6.143 -1.855 -1.563
43 H 5.084 -3.263 2.015
44 H 4.468 -1.604 -1.887
45 H -4.954 -1.716 -3.717
46 H 2.850 3.896 2.422

Entry 6:
ORCA calculation (ωB97M-V with the def2-TZVPD basis set) on 25 unconnected molecules or ions with the total composition C24H96F2N49O28S2.

The calculation puts the largest force on an atom at 11.7 eV/Å. Its net charge is -1. The HOMO-LUMO gap comes out at 6.17 eV. The calculation puts the lowest unoccupied orbital energy at -0.28 eV. The value obtained for the molar mass is 1621.48 g mol⁻¹.

Positions of all 201 atoms, in Å:
1 S 0.736 -0.286 0.957
2 S -0.889 -0.502 -0.636
3 F -1.266 -1.704 -1.649
4 F 2.051 -1.013 1.678
5 O -1.782 2.477 1.005
6 O 4.275 -3.059 3.863
7 O -0.059 0.467 -5.345
8 O 1.492 0.917 0.595
9 O -0.658 0.651 -1.457
10 O 7.050 -0.425 0.952
11 O -0.235 -5.850 1.034
12 O -0.268 -1.675 5.847
13 O 0.046 3.770 7.289
14 O 3.052 2.204 3.038
15 O -5.185 0.611 6.314
16 O -2.068 -0.493 0.173
17 O -4.434 -0.851 2.618
18 O 5.519 4.100 1.380
19 O -0.649 -3.478 -4.612
20 O -5.080 -4.086 -2.282
21 O -2.471 4.912 -1.425
22 O -5.022 0.449 -4.300
23 O 1.817 6.874 1.003
24 O -6.536 1.509 -0.504
25 O -0.122 -0.322 2.153
26 O 5.761 -5.840 1.343
27 O 6.124 2.210 -1.116
28 O -4.742 -2.596 -6.966
29 O 4.050 2.395 -4.795
30 O 0.364 4.390 -3.475
31 O 3.147 -1.997 -3.765
32 O 1.183 -3.613 -7.554
33 N 0.040 -3.792 1.852
34 N -3.092 -4.217 -1.166
35 N 4.814 0.609 -2.022
36 N 0.154 -1.949 -6.697
37 N 4.034 1.793 -0.459
38 N 1.382 2.554 -2.825
39 N 0.254 3.278 1.144
40 N -3.747 -4.157 -5.827
41 N -4.996 2.275 -3.154
42 N 3.366 4.542 1.238
43 N 1.207 2.119 6.479
44 N 3.535 -5.955 1.413
45 N -4.613 -2.902 3.297
46 N -4.285 -2.465 -1.011
47 N -6.173 -0.328 0.780
48 N -3.965 4.598 0.253
49 N -4.831 1.373 0.915
50 N 0.094 -4.772 -2.911
51 N 5.056 -1.525 1.221
52 N 0.430 8.092 -0.279
53 N 0.470 -1.396 -0.064
54 N -4.790 -2.756 -4.648
55 N 1.189 -1.682 -2.821
56 N 3.203 0.455 -5.228
57 N 5.114 1.776 3.546
58 N -0.314 3.212 -1.802
59 N 1.202 2.383 8.574
60 N -1.474 0.274 5.989
61 N 3.530 0.602 4.547
62 N -2.386 -1.584 5.545
63 N -0.930 3.444 2.836
64 N -2.226 -0.362 -4.761
65 N -2.770 -2.383 2.321
66 N -1.552 1.532 -4.179
67 N 4.578 5.548 -0.189
68 N -1.356 -5.491 -4.136
69 N 4.490 -4.522 0.057
70 N 1.349 -1.442 -8.341
71 N 6.511 -1.727 2.675
72 N 2.274 -2.628 4.532
73 N -5.082 2.740 5.895
74 N 0.791 -4.278 -0.038
75 N -0.221 6.091 0.217
76 N 2.863 -2.036 -1.537
77 N 5.350 0.700 -5.253
78 N 3.076 -4.577 4.861
79 N -4.231 1.448 4.391
80 N -4.213 6.336 -0.999
81 N -4.139 0.287 -2.282
82 C -1.210 0.461 -4.854
83 C 6.262 -1.208 1.533
84 C -4.241 -3.609 -1.510
85 C -0.628 -4.488 -3.966
86 C 0.164 -4.732 1.003
87 C 0.808 2.836 7.452
88 C 4.661 -5.484 0.941
89 C 0.776 6.978 0.382
90 C 5.054 1.581 -1.214
91 C -0.858 3.002 1.630
92 C 0.552 3.515 -2.677
93 C -5.907 0.888 0.306
94 C -4.710 0.955 -3.294
95 C 4.571 4.635 0.757
96 C -3.958 -1.982 2.733
97 C 2.454 -1.872 -2.761
98 C -4.418 -3.081 -5.862
99 C -3.428 5.323 -0.739
100 C 3.839 1.572 3.685
101 C 4.184 1.246 -5.061
102 C 3.260 -3.432 4.402
103 C 0.884 -2.399 -7.585
104 C -4.874 1.487 5.540
105 C -1.268 -1.013 5.786
106 H -2.891 -0.262 -4.007
107 H -3.499 3.830 0.714
108 H 3.681 -4.284 -0.498
109 H -2.348 -2.558 5.282
110 H -0.094 3.949 3.096
111 H -2.353 -3.703 -0.708
112 H -2.309 -1.665 1.782
113 H -5.103 2.660 -2.227
114 H -3.894 6.957 -1.729
115 H -0.399 -4.023 2.731
116 H 1.437 1.961 -2.009
117 H -0.689 0.901 6.095
118 H 4.600 -2.333 1.619
119 H 3.812 -5.266 4.922
120 H 5.308 2.621 3.027
121 H -2.478 1.802 -3.878
122 H -3.668 -4.583 -6.740
123 H 5.497 5.724 -0.569
124 H -5.667 -0.525 1.631
125 H -4.676 -3.190 -3.743
126 H 4.015 0.007 -1.885
127 H -5.227 -1.847 -4.688
128 H 0.894 -4.839 -0.872
129 H 1.408 1.399 8.675
130 H 2.050 -1.789 -0.991
131 H 0.116 -0.940 -6.670
132 H 0.399 -3.907 -2.489
133 H -4.181 0.472 4.138
134 H 1.252 2.627 5.608
135 H 0.843 2.702 9.462
136 H -3.740 2.250 4.023
137 H -1.764 -5.657 -5.046
138 H 0.873 -3.276 -0.138
139 H -5.521 2.419 -4.005
140 H -4.880 6.726 -0.349
141 H -0.223 -2.575 -6.001
142 H 5.454 0.393 -2.772
143 H -5.494 -2.694 3.746
144 H 5.740 -2.212 3.111
145 H -4.097 0.796 -1.411
146 H 2.690 -5.501 1.096
147 H -0.433 2.232 -1.587
148 H -7.042 -0.779 0.531
149 H 3.571 -6.660 2.135
150 H 5.507 -0.268 -5.497
151 H -3.618 -2.287 -0.274
152 H -2.404 0.640 5.840
153 H -0.912 6.255 -0.501
154 H 0.100 5.149 0.388
155 H 0.595 -1.806 -2.014
156 H 3.797 5.702 -0.810
157 H -4.513 2.326 0.805
158 H 3.135 1.334 -0.499
159 H 2.521 -1.763 4.073
160 H 7.441 -1.790 3.064
161 H 0.786 -1.331 -3.678
162 H 3.450 -0.492 -4.981
163 H 4.174 2.609 0.119
164 H -4.868 2.837 6.877
165 H -1.813 3.425 3.325
166 H 2.207 0.614 -5.175
167 H 2.556 0.633 4.811
168 H 3.232 3.793 1.903
169 H -1.177 -6.364 -3.660
170 H 2.150 -4.865 5.143
171 H 2.033 2.373 -3.576
172 H -5.171 -1.991 -1.111
173 H 5.808 1.334 4.132
174 H -1.119 3.818 -1.723
175 H 0.320 -5.696 -2.571
176 H 5.340 -4.209 -0.390
177 H -4.352 0.775 1.572
178 H -1.893 -1.237 -5.138
179 H -0.843 2.154 -3.819
180 H 4.609 -0.934 0.534
181 H -0.486 8.225 -0.683
182 H 1.048 -0.484 -8.229
183 H -2.391 -3.313 2.433
184 H 2.594 5.168 1.057
185 H 0.267 3.118 0.147
186 H 6.163 1.299 -5.255
187 H -3.860 -0.683 -2.302
188 H -4.685 3.436 5.279
189 H 1.398 -2.908 4.949
190 H 0.536 -2.952 1.591
191 H -2.777 -4.818 -1.914
192 H 4.254 0.031 4.961
193 H -4.044 -3.664 3.638
194 H 1.104 3.168 1.679
195 H -3.592 -4.650 -4.959
196 H 1.880 -1.692 -9.164
197 H -3.193 -1.034 5.286
198 H 1.756 1.274 6.541
199 H 3.809 -1.986 -1.187
200 H -4.843 4.941 0.617
201 H 0.874 8.957 -0.004